Molecular formula: C11H18AsCoF6N4
Method: DFT, ωB97M-V/def2-TZVPD

XYZ file:
```
41
Properties=species:S:1:pos:R:3:forces:R:3:mulliken_charge:R:1
As 0.124077 -0.759645 -3.208197 0.06 0.16 0.17 2.065
Co -0.034567 -0.116489 -0.303523 -0.08 -0.18 -0.04 -0.133
F 0.818948 0.481236 -1.890743 -0.02 -0.04 -0.07 -0.622
F -1.199027 0.328331 -3.245465 0.01 -0.02 -0.06 -0.458
F -0.692502 -1.370638 -1.613367 -0.01 0.05 0.00 -0.592
F 1.001571 0.055857 -4.371220 -0.02 -0.03 -0.06 -0.388
F 1.436813 -1.735177 -2.702819 -0.02 0.00 -0.01 -0.460
F -0.624428 -1.953877 -4.098065 -0.03 -0.02 0.00 -0.375
N -0.985009 -0.911737 1.069909 0.02 -0.02 -0.06 0.916
N -1.575386 1.109461 -0.435743 0.06 0.00 0.00 0.025
N 1.429967 -1.319048 0.226867 0.00 0.10 0.04 0.057
N 0.834304 1.244001 0.702717 0.00 -0.06 -0.06 -0.072
C -1.175757 -2.673375 2.620499 0.01 0.01 0.00 -1.043
C -0.448776 -1.981388 1.673485 -0.01 -0.02 0.03 0.766
C 0.914832 -2.361280 1.168657 0.03 0.04 0.03 -1.192
C -1.099228 2.445761 0.032869 0.01 -0.02 0.01 -0.884
C -2.718850 0.577142 0.369228 0.02 0.04 0.02 -1.184
C -2.249730 -0.522446 1.279458 -0.03 -0.01 0.02 0.759
C -3.024154 -1.174906 2.216890 0.01 0.01 0.00 -1.052
C 1.798156 0.621587 1.642127 -0.01 -0.01 0.02 -0.599
C -2.469118 -2.249410 2.901648 0.00 0.00 0.00 -0.369
C 2.491158 -0.455113 0.826225 -0.02 0.00 0.00 -0.884
C -0.167199 2.212223 1.208607 -0.03 -0.02 0.00 -0.600
H -1.857680 1.174169 -1.413065 -0.01 0.02 0.00 0.396
H 3.054038 -0.007234 0.005627 0.00 -0.01 0.00 0.444
H 0.311763 3.131634 1.545212 -0.01 0.01 0.00 0.514
H 1.238697 0.203214 2.480164 0.00 0.02 0.01 0.330
H -3.186161 1.384050 0.935981 -0.02 0.00 -0.02 0.473
H -3.475012 0.183134 -0.311170 0.02 -0.03 -0.01 0.483
H -0.559795 2.912297 -0.793096 0.00 0.00 0.00 0.445
H 1.793462 -1.773607 -0.610176 0.03 -0.01 0.01 0.395
H -4.044529 -0.864999 2.397144 0.00 0.00 0.00 0.561
H 1.377419 1.716407 -0.025665 0.01 0.02 0.02 0.512
H -0.750569 -3.535312 3.116464 0.00 0.00 0.00 0.562
H 2.499154 1.360759 2.029838 0.02 -0.01 0.01 0.519
H -3.057536 -2.775893 3.641552 0.00 0.00 0.00 0.468
H 1.614419 -2.497353 1.994988 0.01 -0.03 -0.02 0.471
H -1.939717 3.089259 0.290519 0.01 0.01 0.01 0.464
H 3.183089 -1.047139 1.424185 0.01 0.01 0.01 0.465
H -0.683673 1.760911 2.057074 0.01 0.01 0.01 0.333
H 0.852549 -3.313606 0.640490 -0.04 0.01 -0.02 0.482
```
Positions in Å, forces in eV/Å.

- E_LUMO: -7.71 eV
- Charge: +2
- Energy: -132419.7710 eV
- Maximum force: 0.0047 Eh/bohr
- Energy above the lowest of the compared OMol25 structures with the same formula, charge and spin: 0.0 kcal per mole


Molecular formula: C11H18AuN4SSb
Method: DFT, ωB97M-V/def2-TZVPD

XYZ file:
```
36
Properties=species:S:1:pos:R:3:forces:R:3:nbo_charge:R:1
Au -0.739814 -0.599736 -0.942757 0.02 0.43 0.24 0.734
Sb -0.909107 2.041262 -1.514169 -0.03 -0.09 -0.08 1.264
S -3.019894 -1.041083 -0.454507 -0.05 0.05 -0.44 -0.074
N -0.634728 -1.331254 1.326544 -0.01 0.08 -0.40 -0.236
N -1.732589 -1.238694 1.993693 -0.18 -0.19 0.08 -0.198
N 1.381217 -1.036731 -0.499083 -0.13 -0.08 0.01 -0.521
N -3.962095 -1.542771 1.941362 -0.14 0.01 -0.02 -0.681
C -2.886545 -1.300026 1.225126 0.30 0.02 0.48 0.257
C -1.076654 2.526048 -3.566528 -0.01 -0.03 0.01 -0.961
C 0.801816 3.055477 -0.780723 -0.03 -0.05 -0.01 -0.970
C 0.685231 -2.678788 2.859845 -0.03 0.01 0.03 -0.689
C -2.585952 2.908909 -0.553721 0.05 -0.02 -0.04 -0.966
C 3.979127 -1.656694 0.230865 0.04 0.01 -0.04 -0.109
C 2.926285 -1.864260 1.112356 -0.08 -0.01 0.07 -0.180
C 3.708549 -1.147140 -1.022337 0.01 0.00 0.01 -0.203
C 0.506316 -1.816590 1.654931 -0.08 -0.12 0.33 0.322
C 2.392530 -0.852810 -1.344931 -0.06 0.09 -0.07 0.074
C 1.632123 -1.548472 0.731569 0.32 -0.02 -0.16 0.126
H 1.696601 2.631606 -1.230389 0.00 -0.01 -0.01 0.250
H -4.880455 -1.570910 1.522320 0.03 -0.01 -0.01 0.440
H 3.119104 -2.275238 2.091897 -0.01 0.00 0.01 0.251
H -2.502152 2.791353 0.524327 0.04 -0.04 -0.01 0.255
H -3.877076 -1.715958 2.933626 0.01 0.02 0.01 0.440
H -0.196840 2.178364 -4.102533 0.01 -0.01 0.03 0.258
H -1.158631 3.608180 -3.658751 0.00 0.01 0.04 0.264
H 4.488459 -0.984274 -1.752152 0.00 0.00 0.00 0.263
H -3.493603 2.427050 -0.909719 0.02 -0.02 -0.01 0.260
H 4.990884 -1.903225 0.522800 0.00 0.00 0.01 0.260
H -0.255630 -2.781732 3.392202 0.01 -0.02 -0.01 0.260
H 0.730167 4.109990 -1.042683 -0.05 0.00 -0.03 0.267
H 1.416222 -2.234827 3.538464 0.02 0.03 -0.02 0.267
H 2.134888 -0.466475 -2.322047 0.01 0.00 -0.01 0.222
H 1.053184 -3.664382 2.571708 0.00 -0.01 0.01 0.269
H 0.848143 2.951794 0.300810 -0.01 -0.01 0.01 0.255
H -2.612831 3.969111 -0.801930 0.03 0.00 -0.02 0.265
H -1.966234 2.052935 -3.975497 0.00 -0.01 0.01 0.263
```
Positions in Å, forces in eV/Å.

- E_LUMO (alpha / beta): -7.01 / -9.13 eV
- Charge: +2
- Energy: -38707.4736 eV
- Expectation value of S²: 2.014
- Maximum force: 0.0111 Eh/bohr
- 2S+1: 3
- Energy above the lowest of the compared OMol25 structures with the same formula, charge and spin: 13.1 kcal per mole


Molecular formula: C11H18B2I2NO2ReSi
Method: DFT, ωB97M-V/def2-TZVPD

XYZ file:
```
38
Properties=species:S:1:pos:R:3:forces:R:3:nbo_charge:R:1
Re -1.723229 0.154465 0.021460 -0.37 -0.16 1.27 0.486
I -2.964207 2.755560 1.126946 0.18 -0.38 -0.23 0.364
I -4.105115 0.591847 -1.306230 0.42 -0.07 0.05 0.480
Si -0.591974 -1.317749 -1.629281 -0.27 0.53 0.00 1.433
O 1.107988 0.660480 1.344012 -0.01 0.04 -0.09 -0.674
O 0.737532 1.856691 -0.589047 0.04 0.00 0.19 -0.680
N -1.573905 -1.045297 1.459250 -0.18 -0.01 -0.34 -0.699
C 2.233052 1.433878 1.050286 -0.16 -0.25 0.20 0.262
C 4.383213 2.358948 1.222458 -0.03 -0.02 0.03 -0.197
C 2.012091 2.153345 -0.102027 -0.26 0.01 -0.23 0.200
C -1.534101 -1.802256 2.371748 -0.05 0.03 -0.09 0.661
C -1.205037 -0.678467 -3.276275 0.04 -0.03 -0.23 -1.139
C 3.411818 1.506980 1.747815 0.15 0.02 0.08 -0.250
C 2.953610 2.995302 -0.637202 0.13 0.10 -0.06 -0.229
C -4.691804 1.766095 0.382717 -0.09 0.19 -0.05 -0.718
C 1.251627 -1.263141 -1.580406 0.37 -0.07 0.07 -1.161
C 4.159860 3.085655 0.056820 -0.03 0.00 -0.01 -0.202
C -1.240531 -3.016790 -1.265361 -0.13 -0.25 0.08 -1.133
B -1.468682 -2.768961 3.513127 0.21 -0.11 0.37 -0.647
B 0.232257 0.931875 0.317746 0.29 0.40 -0.64 0.817
H 4.939125 3.732945 -0.322683 -0.02 -0.01 0.01 0.230
H 1.653041 -2.013115 -2.271705 0.01 0.08 0.06 0.262
H -0.942051 0.372255 -3.427240 -0.03 -0.02 -0.02 0.248
H -5.042027 1.079059 1.141720 -0.07 -0.01 0.01 0.248
H -5.450703 2.482809 0.089298 0.00 -0.01 -0.01 0.255
H -0.741785 -1.245948 -4.091436 -0.02 0.06 0.04 0.264
H -0.350005 -3.247093 3.445418 -0.19 0.04 -0.03 0.105
H -1.688036 -2.152696 4.535040 -0.01 -0.06 -0.19 0.094
H 1.634043 -1.490577 -0.580021 0.02 0.00 -0.10 0.256
H -0.845272 -3.711213 -2.014703 -0.04 0.02 0.05 0.262
H -0.913447 -3.356808 -0.280333 -0.02 -0.05 -0.06 0.252
H 1.630994 -0.282987 -1.882222 0.01 -0.10 0.00 0.255
H -2.331977 -3.066075 -1.303801 0.06 -0.04 0.01 0.241
H -2.286929 -0.792390 -3.384573 0.01 0.00 -0.04 0.221
H -2.325029 -3.604688 3.282154 0.07 0.13 -0.09 0.121
H 5.331773 2.455218 1.733854 -0.02 -0.01 -0.02 0.231
H 2.770180 3.551069 -1.547278 0.00 -0.02 0.04 0.236
H 3.573643 0.931774 2.649956 0.00 0.03 -0.04 0.241
```
Positions in Å, forces in eV/Å.

- E_LUMO (alpha / beta): -6.10 / -5.71 eV
- Charge: +1
- Energy: -44838.0096 eV
- Expectation value of S²: 0.763
- Maximum force: 0.0259 Eh/bohr
- 2S+1: 2
- Energy above the lowest of the compared OMol25 structures with the same formula, charge and spin: 2.9 kcal per mole


Number 1 is which compound? C11H18AsCoF6N4


Which formula does entry 1 have? C11H18AsCoF6N4